(1)
This record from OMol25 describes a molecular structure, C18H32BF7N4O5S3Sn. The level of theory is ωB97M-V/def2-TZVPD.

Geometry (Å):
Sn  -0.55875  -0.39958  0.62204
C  -5.58266  -4.96060  1.06760
C  -4.56389  -4.20476  1.90608
N  -4.17224  -2.93432  1.29866
C  -3.15048  -2.58874  0.51322
S  -3.16501  -0.96651  -0.08623
N  -2.13924  -3.39026  0.19034
C  -1.91745  -4.81775  0.44601
C  -0.83087  -5.32236  -0.48692
H  -5.86321  -5.89209  1.55942
H  -5.17936  -5.19671  0.08150
H  -6.48613  -4.36616  0.92647
H  -3.68347  -4.80637  2.08970
H  -4.97869  -3.95892  2.88347
H  -4.83906  -2.18316  1.39245
H  -1.41500  -2.95689  -0.37704
H  -2.84253  -5.36443  0.26712
H  -1.61439  -4.96846  1.48371
H  -1.13131  -5.21272  -1.52972
H  -0.63388  -6.37474  -0.28865
H  0.09425  -4.76465  -0.34602
F  2.93110  -3.22622  0.03003
C  2.88452  -2.83212  -1.24366
F  2.63398  -3.90306  -2.00226
F  4.07276  -2.33941  -1.58099
S  1.56824  -1.57746  -1.48834
O  1.57225  -1.31619  -2.90178
O  0.37704  -2.29869  -0.99841
O  1.92888  -0.47717  -0.60473
F  -0.09035  0.15523  3.33618
B  -1.39965  -0.33627  3.51019
F  -2.24502  0.49415  2.71274
F  -1.79309  -0.38031  4.81272
F  -1.45240  -1.63250  2.90041
C  -1.67951  -1.38421  -3.42340
S  -1.06402  0.27003  -3.15793
C  -2.61849  1.13159  -3.31916
O  -0.72924  0.37979  -1.69438
H  -2.10163  -1.41719  -4.42827
H  -2.43046  -1.59418  -2.66183
H  -0.83148  -2.06103  -3.34453
H  -2.94807  1.08674  -4.35694
H  -2.43404  2.16597  -3.03381
H  -3.34293  0.67012  -2.64852
C  -4.54569  4.84682  -1.61474
C  -4.35136  4.04294  -0.33555
N  -3.97742  4.86158  0.81127
C  -5.02090  5.64339  1.47571
C  -4.99125  7.12804  1.13498
C  -2.70939  4.99924  1.27038
O  -2.41434  5.76311  2.17229
C  -1.63640  4.14813  0.64534
C  -0.65376  4.71278  -0.15225
C  0.39296  3.92343  -0.60181
C  0.41458  2.58598  -0.25397
N  -0.54182  2.04169  0.50328
C  -1.53116  2.80401  0.96500
H  -4.77375  4.18220  -2.44980
H  -3.64029  5.40658  -1.85580
H  -5.36758  5.55638  -1.51700
H  -3.58598  3.28523  -0.48913
H  -5.27354  3.51690  -0.07980
H  -4.90071  5.51293  2.55119
H  -5.97612  5.20546  1.18307
H  -4.05299  7.56999  1.46408
H  -5.81045  7.63909  1.64213
H  -5.09954  7.29203  0.06210
H  -0.70370  5.76389  -0.40930
H  1.18568  4.33685  -1.20893
H  1.20080  1.92082  -0.59070
H  -2.25746  2.31148  1.60179

Computed properties:
E: -93427.8288 eV
Gap between HOMO and LUMO: 8.68 eV
HOMO level: -8.587 eV
Strongest force on any atom: 0.35 eV/Å
Spin multiplicity: 1

---

(2)
This record from OMol25 describes 5 unconnected molecules or ions with the total composition C4H19N2O5 in a non-equilibrium geometry. The level of theory is ωB97M-V/def2-TZVPD.

Geometry (Å):
C  -0.92244  -0.11779  -0.65905
N  0.40739  -0.34220  -1.18776
C  1.39558  0.76124  -0.81586
O  1.09179  1.35864  0.36717
C  -1.87118  -1.20503  -1.11089
C  -3.26377  -0.98755  -0.51143
N  -1.42506  -2.58048  -0.83971
H  -1.33373  0.85737  -0.88305
H  -0.86809  -0.14868  0.42097
H  0.38185  -0.36092  -2.19863
H  1.39934  1.48926  -1.64524
H  2.35692  0.22192  -0.79282
H  -2.00880  -1.18907  -2.19955
H  -4.07781  -1.08286  -1.23850
H  -3.53312  -1.72295  0.24763
H  -3.33630  -0.01425  -0.01880
H  -0.41664  -2.58116  -0.92572
H  -1.65415  -2.83626  0.11877
H  3.49989  1.68304  1.35874
H  2.58061  2.82173  1.17287
O  3.49465  2.64878  1.44428
H  1.49591  -1.93593  1.73238
H  0.52200  -2.21079  0.59412
O  1.06161  -2.67307  1.24790
H  -0.29475  3.96526  0.48375
H  0.20946  2.64993  -0.09724
O  -0.28562  3.49160  -0.35322
H  1.59870  0.29847  1.35916
H  1.65118  -0.04283  2.86903
O  2.14460  -0.21539  2.06070

Computed properties:
E: -17675.7073 eV
Gap between HOMO and LUMO: 8.47 eV
Total charge: -1
HOMO level: -4.924 eV
Strongest force on any atom: 1.16 eV/Å
Spin multiplicity: 1

---

(3)
This record from OMol25 describes a molecular structure, C20H22AsN2O2PtS in a non-equilibrium geometry. The level of theory is ωB97M-V/def2-TZVPD.

Geometry (Å):
Pt  0.27850  -0.44570  0.16940
C  -3.35190  -1.07360  0.02940
O  -2.25970  -0.17090  0.02310
C  -2.48180  1.14000  0.35260
C  -3.69970  1.64850  0.76500
C  -3.82620  2.99260  1.08230
C  -2.73850  3.84470  0.96860
C  -1.52330  3.36180  0.53590
C  -1.36600  2.00470  0.22270
N  -0.13380  1.51500  -0.15000
N  0.63490  2.25670  -0.87290
C  1.93210  2.08300  -1.05060
C  2.70270  1.09670  -0.29720
O  2.17830  0.39860  0.62340
C  4.08360  0.93100  -0.62680
C  4.66050  1.63330  -1.63110
C  3.93260  2.60230  -2.38480
C  4.52790  3.29890  -3.44250
C  3.84190  4.29130  -4.10910
C  2.54050  4.62070  -3.73030
C  1.92020  3.92330  -2.71750
C  2.58910  2.88730  -2.04380
H  -4.10620  -0.77920  -0.70210
H  -3.81070  -1.14950  1.01570
H  -2.94080  -2.04520  -0.24730
H  -4.55750  1.00420  0.85800
H  -4.78000  3.36030  1.42480
H  -2.84000  4.88360  1.23360
H  -0.65690  4.00130  0.47180
H  4.64820  0.24460  -0.01290
H  5.70410  1.48650  -1.86900
H  5.53990  3.04030  -3.71840
H  4.31000  4.80990  -4.93210
H  2.02420  5.43050  -4.22660
H  0.90600  4.14900  -2.42930
C  -0.43460  -1.69340  -3.00700
As  0.77400  -2.63820  -1.79790
C  0.78430  -4.47580  -2.43850
C  2.55470  -1.88570  -2.09590
S  0.07800  -2.76040  0.21890
H  -0.00870  -1.67780  -4.01030
H  -0.59390  -0.67020  -2.65320
H  -1.39020  -2.22120  -3.02970
H  1.03910  -4.53580  -3.49530
H  -0.21080  -4.90080  -2.28020
H  1.50030  -5.05550  -1.85210
H  2.96390  -2.29120  -3.02140
H  3.21180  -2.13070  -1.25840
H  2.48050  -0.79860  -2.17750

Computed properties:
E: -103085.4152 eV
Gap between HOMO and LUMO: 5.91 eV
Total charge: +1
HOMO level: -10.495 eV
Strongest force on any atom: 3.22 eV/Å
Spin multiplicity: 1

---

(4)
This record from OMol25 describes 4 unconnected molecules or ions with the total composition H10NO3 in a non-equilibrium geometry. The level of theory is ωB97M-V/def2-TZVPD.

Geometry (Å):
N  -0.84421  0.94962  0.01588
H  -0.19574  1.41774  0.61738
H  -0.96639  -0.13736  0.41966
H  -0.46576  0.75036  -0.89762
H  -1.60315  1.47441  -0.18485
H  1.96881  2.50216  1.66958
H  2.56166  2.14179  0.26548
O  1.80895  1.97831  0.88336
H  -0.36609  -2.47255  -2.07094
H  -0.98926  -1.01063  -2.45246
O  -0.34982  -1.49908  -1.88486
H  -0.00877  -1.99514  0.53626
H  -0.57948  -1.74896  1.98605
O  -0.63992  -1.42538  1.00154

Computed properties:
E: -7788.6054 eV
Gap between HOMO and LUMO: 12.41 eV
Total charge: +1
HOMO level: -15.677 eV
Strongest force on any atom: 4.72 eV/Å
Spin multiplicity: 1

---

(5)
This record from OMol25 describes 7 unconnected molecules or ions with the total composition H14O7 in a non-equilibrium geometry. The level of theory is ωB97M-V/def2-TZVPD.

Geometry (Å):
H  1.24877  -0.12028  -1.37036
H  0.51357  -1.45776  -1.50614
H  -1.79866  0.36270  0.54075
H  -2.55766  0.39474  1.90616
H  -0.77463  2.09365  -0.36729
H  -0.60176  2.09554  1.12812
H  2.75408  1.35791  -0.02544
H  1.20697  1.59594  0.16799
H  -0.12453  -0.58520  1.76539
H  1.32520  -0.48583  1.25382
H  -0.77577  0.15274  -1.54331
H  -2.19290  0.71044  -1.83700
H  -0.36589  -3.35044  -0.36932
H  0.56129  -2.32813  0.33912
O  0.60825  -0.56887  -1.95233
O  -1.67563  0.42709  1.51839
O  -0.24607  2.52519  0.33443
O  1.89580  0.87268  0.06793
O  0.68836  -1.11838  1.65656
O  -1.53012  0.67545  -1.16191
O  0.45714  -2.86768  -0.47339

Computed properties:
E: -14561.4303 eV
Gap between HOMO and LUMO: 11.53 eV
HOMO level: -11.181 eV
Strongest force on any atom: 1.61 eV/Å
SMILES: O.O.O.O.O.O.O
Spin multiplicity: 1

---

(6)
This record from OMol25 describes a molecular structure, C6H13NO4S in a non-equilibrium geometry. The level of theory is ωB97M-V/def2-TZVPD.

Geometry (Å):
C  -1.11373  0.62003  -0.27910
C  0.43465  1.00410  -0.24365
C  1.16578  -0.31425  1.69231
C  0.44459  -1.78044  1.78217
C  0.88537  -2.09645  -0.52758
C  1.88006  -0.80412  -0.62002
H  -2.11572  3.75941  -1.22145
H  -1.17752  -0.27185  -0.85112
H  -1.76164  0.34917  0.59165
H  0.62619  1.10305  -1.50094
H  0.55985  2.26147  0.07542
H  2.28156  -0.27299  2.09707
H  0.67303  0.53668  2.23089
H  -0.67760  -1.68242  1.66298
H  0.53425  -2.20995  2.76185
H  -0.16721  -1.50361  -0.73543
H  0.94439  -2.87631  -1.30943
H  2.92070  -1.16885  -0.31034
H  1.77534  -0.25805  -1.54681
N  1.37251  0.11838  0.40194
O  -2.68992  3.11061  -0.24419
O  -3.52769  0.85457  -1.13023
O  -1.87312  2.48972  -2.30009
O  0.93584  -2.63045  0.70654
S  -2.32996  1.66257  -1.18246

Computed properties:
E: -26941.7304 eV
Gap between HOMO and LUMO: 8.96 eV
HOMO level: -8.540 eV
Strongest force on any atom: 5.48 eV/Å
Spin multiplicity: 1